{"formula": "C74H164N9O6", "method": "ωB97M-V/def2-TZVPD", "species": ["O", "C", "O", "O", "H", "O", "C", "O", "O", "H", "C", "C", "C", "N", "C", "C", "C", "C", "C", "H", "H", "H", "H", "H", "H", "H", "H", "H", "H", "H", "H", "H", "H", "H", "H", "H", "H", "C", "C", "C", "N", "C", "C", "C", "C", "C", "H", "H", "H", "H", "H", "H", "H", "H", "H", "H", "H", "H", "H", "H", "H", "H", "H", "H", "C", "C", "C", "N", "C", "C", "C", "C", "C", "H", "H", "H", "H", "H", "H", "H", "H", "H", "H", "H", "H", "H", "H", "H", "H", "H", "H", "C", "C", "C", "N", "C", "C", "C", "C", "C", "H", "H", "H", "H", "H", "H", "H", "H", "H", "H", "H", "H", "H", "H", "H", "H", "H", "H", "C", "C", "C", "N", "C", "C", "C", "C", "C", "H", "H", "H", "H", "H", "H", "H", "H", "H", "H", "H", "H", "H", "H", "H", "H", "H", "H", "C", "C", "C", "N", "C", "C", "C", "C", "C", "H", "H", "H", "H", "H", "H", "H", "H", "H", "H", "H", "H", "H", "H", "H", "H", "H", "H", "C", "C", "C", "N", "C", "C", "C", "C", "C", "H", "H", "H", "H", "H", "H", "H", "H", "H", "H", "H", "H", "H", "H", "H", "H", "H", "H", "C", "C", "C", "N", "C", "C", "C", "C", "C", "H", "H", "H", "H", "H", "H", "H", "H", "H", "H", "H", "H", "H", "H", "H", "H", "H", "H", "C", "C", "C", "N", "C", "C", "C", "C", "C", "H", "H", "H", "H", "H", "H", "H", "H", "H", "H", "H", "H", "H", "H", "H", "H", "H", "H"], "positions_angstrom": [[4.92585, -0.68170, -0.26183], [6.10715, -1.15742, 0.05497], [6.95792, -0.41498, 0.56538], [6.28379, -2.34326, -0.16091], [4.63690, -1.47470, -0.71928], [0.01939, 1.01822, 0.82305], [0.19531, -0.20435, 0.30021], [0.78540, -0.00298, -0.78980], [-0.16104, -1.24189, 0.93308], [0.48750, 1.08106, -0.01273], [2.33613, -3.99852, 0.98193], [3.71734, -4.70650, 0.86000], [3.82756, -6.26492, 0.90125], [5.31679, -6.83061, 1.08444], [5.64570, -6.71266, 2.65958], [6.56508, -6.21130, 0.40244], [6.47970, -6.71505, -1.05369], [5.79214, -7.99285, -0.95853], [5.34303, -8.22530, 0.50217], [2.02517, -3.84925, 2.01591], [1.59244, -4.51785, 0.37752], [2.34612, -2.98756, 0.57456], [4.30831, -4.40449, 1.72466], [4.35151, -4.37292, 0.03862], [3.49329, -6.75114, -0.01524], [3.25687, -6.72288, 1.70913], [4.81774, -7.25171, 3.12000], [5.73645, -5.65518, 2.90782], [6.59818, -7.15808, 2.94677], [7.43108, -6.59357, 0.94283], [6.49782, -5.14975, 0.64051], [7.51463, -6.98789, -1.26003], [6.09975, -6.07517, -1.85011], [6.47873, -8.81121, -1.17527], [4.89217, -8.08231, -1.56692], [6.02773, -8.77200, 1.15056], [4.30924, -8.53200, 0.66127], [3.52021, -5.21025, -7.42075], [3.11322, -3.87443, -6.70633], [2.13380, -3.92077, -5.48185], [1.84757, -2.45124, -4.98200], [0.92906, -1.85274, -6.05940], [3.10738, -1.51645, -4.64859], [3.55023, -1.98371, -3.32919], [2.29444, -2.48846, -2.56585], [1.17148, -2.37152, -3.55413], [4.34902, -5.09866, -8.11984], [2.74362, -5.61007, -8.07277], [3.94811, -5.89334, -6.68700], [2.86380, -3.28561, -7.58905], [4.10260, -3.61067, -6.33264], [2.72732, -4.47864, -4.75756], [1.15469, -4.39099, -5.57311], [1.35418, -1.77393, -7.05999], [0.72926, -0.89484, -5.57919], [-0.08523, -2.23707, -5.95167], [2.62685, -0.54013, -4.71180], [3.89985, -1.66580, -5.38193], [3.81355, -1.09315, -2.75852], [4.33522, -2.73980, -3.34352], [1.95782, -1.85291, -1.74678], [2.32114, -3.53383, -2.25831], [0.62765, -1.42744, -3.52159], [0.56405, -3.24236, -3.80062], [-2.16676, -0.48721, -2.32892], [-3.59919, -0.59444, -2.89344], [-3.94440, 0.40545, -4.12872], [-5.21839, -0.01329, -4.97789], [-5.02691, -1.28823, -5.82433], [-6.56779, -0.01848, -4.14899], [-7.32748, 1.26302, -4.49840], [-6.84762, 1.63403, -5.92458], [-5.40840, 1.08914, -6.08157], [-1.81541, 0.44848, -1.89403], [-1.47921, -0.77554, -3.12407], [-1.99783, -1.20117, -1.52281], [-4.29226, -0.46730, -2.06181], [-3.86895, -1.60674, -3.19440], [-3.13211, 0.31439, -4.84981], [-4.01239, 1.46089, -3.86504], [-4.02481, -1.26075, -6.25226], [-5.84887, -1.34350, -6.53807], [-5.11067, -2.12259, -5.12795], [-7.11054, -0.88252, -4.53237], [-6.39718, -0.24718, -3.09700], [-8.40664, 1.11818, -4.44813], [-7.01242, 2.03297, -3.79413], [-7.55982, 1.14022, -6.58565], [-6.88959, 2.69664, -6.16376], [-5.01818, 0.76981, -7.04792], [-4.78576, 1.91204, -5.73050], [-0.25947, -0.81724, 6.16133], [0.51344, -0.42186, 4.87120], [2.12495, -0.46188, 5.09812], [3.00983, -0.17962, 3.88748], [3.04842, -1.25339, 2.77240], [4.50348, 0.00528, 4.33142], [5.10745, 0.89233, 3.24333], [4.05817, 1.83157, 2.89874], [2.71477, 1.30675, 3.35504], [-0.14184, -0.22347, 7.06782], [0.20583, -1.74612, 6.49114], [-1.33266, -0.84198, 5.97230], [0.23115, 0.60758, 4.65058], [0.16438, -1.09466, 4.08788], [2.52818, -1.41265, 5.44673], [2.37144, 0.31868, 5.81790], [3.45281, -2.20759, 3.11014], [3.58344, -0.84501, 1.91503], [1.98070, -1.35441, 2.57778], [4.99109, -0.96015, 4.46670], [4.67908, 0.46026, 5.30623], [5.39096, 0.28612, 2.38297], [5.95716, 1.41694, 3.68026], [4.09030, 2.09210, 1.84084], [4.30752, 2.80715, 3.31607], [2.03032, 1.11062, 2.52972], [2.30612, 1.80403, 4.23471], [-1.29940, -5.85425, -0.09540], [-1.38549, -5.47792, 1.35587], [-0.39359, -6.38463, 2.12290], [-0.48880, -6.32915, 3.75248], [-0.36237, -4.88570, 4.24453], [0.52049, -7.34299, 4.48916], [-0.12991, -7.75650, 5.76934], [-1.67164, -7.47989, 5.55812], [-1.85814, -6.86341, 4.17049], [-0.31547, -5.69087, -0.53506], [-2.11305, -5.29664, -0.55924], [-1.41869, -6.89675, -0.39046], [-2.36317, -5.51068, 1.83666], [-1.14651, -4.41663, 1.28772], [0.65866, -6.27864, 1.85904], [-0.71782, -7.40175, 1.90275], [-0.28510, -4.91015, 5.33151], [-1.24075, -4.30627, 3.96025], [0.53012, -4.36267, 3.90102], [1.44529, -6.78631, 4.64063], [0.64240, -8.22707, 3.86333], [0.12422, -7.20334, 6.67352], [-0.02204, -8.80715, 6.03878], [-2.34625, -6.87445, 6.16348], [-2.20626, -8.42294, 5.67190], [-2.67025, -6.14257, 4.07581], [-2.11012, -7.67046, 3.48253], [4.98947, 2.24684, -1.78565], [3.51435, 2.03224, -1.77329], [2.90784, 3.38146, -2.28592], [1.40926, 3.41674, -2.38371], [0.77637, 2.36556, -3.38518], [0.79665, 3.32267, -0.98938], [0.94659, 4.75894, -0.40509], [0.64970, 5.69104, -1.62617], [0.92068, 4.77374, -2.87285], [5.22375, 3.02563, -1.05990], [5.31922, 2.60290, -2.76166], [5.46755, 1.33481, -1.42821], [3.10635, 1.58742, -0.86567], [3.45026, 1.25635, -2.53617], [3.26708, 3.65041, -3.27927], [3.25163, 4.24179, -1.71171], [1.17762, 2.36732, -4.39864], [-0.29170, 2.57456, -3.44565], [1.00154, 1.43375, -2.86641], [-0.26060, 3.08296, -1.10276], [1.37325, 2.72174, -0.28617], [0.15669, 4.88790, 0.33486], [1.87104, 5.06607, 0.08396], [-0.40352, 5.93696, -1.76163], [1.08209, 6.69161, -1.62488], [0.07061, 4.61005, -3.53519], [1.68768, 5.27548, -3.46281], [-0.23755, 5.02890, 4.23535], [0.47203, 6.37035, 4.22576], [1.12601, 6.74971, 2.88478], [1.92760, 8.13501, 2.76713], [3.18403, 8.00663, 3.69973], [1.22410, 9.53763, 3.02020], [1.55884, 10.47315, 1.81952], [1.59810, 9.41277, 0.64203], [2.51152, 8.25501, 1.37522], [-1.06233, 5.08876, 3.52525], [-0.56746, 4.80333, 5.24944], [0.22370, 4.12752, 3.83177], [1.37466, 6.35207, 4.83651], [-0.23463, 7.06818, 4.67494], [0.36738, 6.76219, 2.10221], [1.79015, 6.00440, 2.44714], [2.87885, 7.73413, 4.71002], [3.76533, 8.92840, 3.67685], [3.70546, 7.18582, 3.20731], [1.68778, 9.98961, 3.89702], [0.15406, 9.41935, 3.19087], [2.55445, 10.90783, 1.90844], [0.87181, 11.30824, 1.68268], [2.04116, 9.62493, -0.33100], [0.59642, 9.10115, 0.34598], [3.56474, 8.53575, 1.37165], [2.39604, 7.26587, 0.93211], [-3.10311, 3.24442, 0.69297], [-3.19790, 4.03130, -0.61994], [-4.53923, 4.86413, -0.81612], [-4.78194, 5.51881, -2.18680], [-3.41130, 6.15416, -2.67911], [-5.29881, 4.60600, -3.39920], [-6.03349, 5.50204, -4.37086], [-6.26968, 6.85343, -3.74965], [-5.84238, 6.66015, -2.25550], [-3.97007, 2.58870, 0.61229], [-3.21827, 3.97941, 1.48961], [-2.16647, 2.68754, 0.71919], [-2.97173, 3.30074, -1.39662], [-2.35607, 4.72230, -0.57602], [-4.60652, 5.60696, -0.02128], [-5.36514, 4.16296, -0.69626], [-3.01627, 6.69240, -1.81751], [-3.52548, 6.67658, -3.62893], [-2.78040, 5.27636, -2.81888], [-4.50082, 4.08294, -3.92620], [-5.91563, 3.90125, -2.84155], [-5.44419, 5.71718, -5.26223], [-7.03356, 5.08092, -4.47391], [-5.61942, 7.58818, -4.22441], [-7.22690, 7.35436, -3.89422], [-5.57394, 7.58969, -1.75351], [-6.75147, 6.33417, -1.75012], [-3.10610, 1.86490, 4.45960], [-3.15792, 0.49487, 3.92146], [-4.10001, 0.20307, 2.75187], [-4.55679, -1.33128, 2.63524], [-5.37921, -1.79496, 3.85906], [-3.30875, -2.21373, 2.19992], [-3.68311, -2.86297, 0.92110], [-4.53701, -1.81979, 0.28285], [-5.49777, -1.50422, 1.40353], [-3.90571, 2.55749, 4.19682], [-2.25506, 2.52834, 4.30567], [-3.22298, 1.88095, 5.54320], [-3.49435, -0.15206, 4.73165], [-2.17252, 0.08262, 3.70436], [-3.64342, 0.40616, 1.78315], [-5.04908, 0.73875, 2.77160], [-5.70958, -2.80419, 3.61332], [-6.10271, -1.00862, 4.07434], [-4.70379, -1.78683, 4.71454], [-3.06362, -2.96262, 2.95303], [-2.46164, -1.56299, 1.98303], [-4.10112, -3.82473, 1.21837], [-2.76660, -2.97101, 0.34106], [-4.95551, -2.19251, -0.65206], [-3.99659, -0.91220, 0.01392], [-6.14580, -2.37966, 1.44555], [-6.20033, -0.68594, 1.24561]], "total_charge": 7, "gap_ha": 0.1896, "lumo_energy_ev": -12.43}



{"formula": "C6H6ClNO", "method": "ωB97M-V/def2-TZVPD", "species": ["C", "C", "C", "C", "C", "C", "N", "O", "Cl", "H", "H", "H", "H", "H", "H"], "positions_angstrom": [[1.03529, 0.61464, -0.00772], [0.80730, -0.82338, -0.22101], [-1.30901, 1.61776, -0.22120], [-0.14107, -1.67933, 0.22105], [0.09617, 1.54774, 0.03278], [-3.19824, 0.41958, 0.57351], [-2.21828, 0.73304, -0.06668], [-0.30847, -2.83501, -0.42136], [-4.41142, -0.71084, -0.01908], [1.98161, 0.99081, 0.24158], [1.30718, -1.43812, -0.95502], [-1.60587, 2.57715, -0.51572], [-0.81196, -1.59198, 1.10790], [0.34590, 2.57428, -0.00867], [-1.11171, -3.19454, -0.06789]], "total_charge": 0, "gap_ha": [0.2638, 0.2640], "lumo_energy_ev": [-0.64, -0.64]}



Relative energy (zero: lowest compared OMol25 entry of this formula, charge and spin) for every record listed, in sequence, given in kcal per mole: 261.3; 100.1.
Total energy for every record listed, in sequence, given in eV: -105011.103; -22374.562.